(1)
{"formula": "C13H25N6O3", "method": "ωB97M-V/def2-TZVPD", "e_tot_ha": -1064.3613, "homo_lumo_gap_ev": 9.1, "charge": 1, "lumo_ev": -3.36, "smiles": "[H]/N=C(/C)C[C@@]1(N)N[C@@H](N(C(C)=O)C(C)=O)[C@@H](CC=O)[NH2+][C@@H]1N", "elements": ["C", "C", "N", "C", "C", "N", "N", "C", "N", "C", "C", "O", "C", "C", "O", "C", "C", "C", "O", "N", "C", "N", "H", "H", "H", "H", "H", "H", "H", "H", "H", "H", "H", "H", "H", "H", "H", "H", "H", "H", "H", "H", "H", "H", "H", "H", "H"], "xyz": [[-1.072, -1.142, 4.491], [-1.528, -1.840, 3.249], [-2.025, -3.007, 3.354], [-1.459, -1.119, 1.917], [-0.036, -0.720, 1.407], [0.940, -1.610, 1.999], [-0.061, -0.798, -0.070], [0.508, 0.347, -0.750], [0.606, 0.178, -2.204], [1.939, -0.379, -2.474], [2.945, 0.557, -3.083], [2.201, -1.515, -2.150], [-0.445, -0.493, -2.874], [-0.071, -1.182, -4.161], [-1.596, -0.423, -2.497], [-0.206, 1.650, -0.383], [-1.585, 1.859, -0.993], [-1.517, 2.378, -2.411], [-0.547, 2.961, -2.841], [-0.339, 1.757, 1.119], [0.296, 0.681, 1.944], [1.732, 0.938, 2.023], [-1.607, -0.202, 4.639], [-1.227, -1.771, 5.356], [-0.014, -0.899, 4.422], [-2.316, -3.368, 2.448], [-2.046, -0.200, 2.040], [-1.950, -1.685, 1.135], [0.729, -2.569, 1.759], [1.872, -1.400, 1.659], [0.510, -1.599, -0.312], [1.542, 0.481, -0.410], [3.745, 0.659, -2.354], [3.337, 0.134, -3.998], [2.502, 1.535, -3.235], [-0.951, -1.147, -4.793], [0.209, -2.213, -3.980], [0.721, -0.652, -4.684], [0.435, 2.449, -0.742], [-2.206, 0.973, -0.919], [-2.107, 2.647, -0.436], [-2.419, 2.241, -3.020], [-1.322, 1.795, 1.382], [0.059, 2.652, 1.399], [-0.153, 0.752, 2.932], [1.904, 1.903, 2.284], [2.073, 0.406, 2.816]], "forces_ev_per_a": [[0.2, 0.3, -0.1], [-0.4, -0.7, -0.1], [0.3, 0.4, 0.1], [0.3, 0.5, 0.2], [-0.5, -0.6, 0.1], [0.1, 0.2, 0.0], [-0.1, 0.5, 0.1], [0.3, 0.2, 0.3], [-0.1, -1.1, 0.4], [0.6, -0.8, -0.1], [-0.6, 0.2, 0.6], [-0.4, 0.9, -0.2], [-0.3, 0.3, -0.2], [-0.3, 0.5, 0.0], [0.5, -0.1, -0.1], [-0.4, -0.1, -0.9], [-0.2, 0.2, 0.5], [0.7, 0.4, -0.4], [-0.6, -0.4, 0.3], [0.2, 0.0, 0.1], [0.8, 0.0, 0.6], [-0.4, 0.2, -0.2], [-0.2, 0.1, 0.0], [-0.1, -0.1, 0.1], [0.2, -0.1, 0.0], [0.0, -0.1, -0.1], [-0.1, 0.1, -0.2], [0.0, -0.2, -0.1], [-0.1, -0.2, 0.2], [0.0, -0.1, -0.1], [-0.1, -0.2, -0.3], [0.1, 0.2, -0.1], [0.3, -0.1, -0.1], [0.1, 0.0, -0.2], [0.0, 0.1, -0.3], [-0.1, -0.2, -0.1], [0.1, -0.2, 0.0], [0.2, -0.1, 0.0], [0.1, 0.2, 0.2], [0.0, -0.1, -0.1], [0.0, 0.2, 0.0], [-0.1, 0.0, 0.0], [-0.2, -0.1, -0.2], [0.0, 0.1, 0.1], [-0.3, 0.1, 0.0], [0.1, 0.1, 0.0], [0.2, -0.2, -0.1]], "lowdin_charge": [-0.05, -0.43, 0.16, -0.06, -0.47, 0.12, 0.11, -0.26, 0.07, -0.44, 0.03, 0.14, -0.44, 0.04, 0.08, -0.16, -0.10, -0.23, 0.07, 0.17, -0.27, 0.10, 0.08, 0.09, 0.07, 0.06, 0.12, 0.12, 0.11, 0.09, 0.13, 0.15, 0.10, 0.10, 0.09, 0.10, 0.10, 0.09, 0.16, 0.12, 0.14, 0.14, 0.17, 0.19, 0.14, 0.10, 0.10]}

=====

(2)
{"formula": "C7H17NO8Zn", "method": "ωB97M-V/def2-TZVPD", "e_tot_ha": -2712.5614, "homo_lumo_gap_ev": 2.1, "e_above_lowest_kj_mol": 1237.5, "charge": 0, "lumo_ev": -5.97, "elements": ["Zn", "O", "C", "O", "O", "H", "O", "C", "O", "O", "H", "C", "C", "C", "O", "C", "N", "H", "H", "H", "H", "H", "H", "H", "H", "H", "H", "H", "C", "O", "H", "H", "H", "H"], "xyz": [[19.472, -2.376, -9.075], [23.623, 0.634, -5.849], [22.725, -0.043, -6.580], [21.603, 0.405, -6.957], [22.908, -1.136, -7.094], [23.160, 1.417, -5.542], [15.956, -6.556, -4.761], [15.839, -5.972, -5.933], [16.746, -5.275, -6.434], [14.703, -5.930, -6.329], [14.999, -6.617, -4.812], [16.904, 0.030, -14.239], [18.009, -0.612, -13.438], [19.329, 0.198, -13.605], [20.383, -0.385, -12.875], [21.707, -0.119, -13.166], [17.651, -0.741, -12.002], [16.648, 1.022, -13.865], [15.966, -0.523, -14.199], [17.209, 0.136, -15.280], [18.201, -1.579, -13.902], [19.206, 1.201, -13.197], [19.578, 0.233, -14.665], [21.993, 0.778, -13.716], [22.211, -0.910, -13.722], [22.202, 0.055, -12.211], [16.773, -1.203, -12.190], [17.377, 0.209, -11.796], [19.567, -6.760, -12.675], [20.220, -5.876, -11.803], [19.728, -7.802, -12.397], [18.509, -6.600, -12.880], [20.087, -6.583, -13.617], [21.120, -6.184, -11.929]], "forces_ev_per_a": [[0.0, 0.2, 0.0], [-0.7, -0.8, -0.3], [-0.9, 0.5, -1.2], [-0.3, 1.2, 0.9], [1.6, -1.7, 0.3], [0.0, 0.5, 0.2], [1.3, -0.8, 0.8], [2.8, 2.7, 0.2], [0.9, -0.4, -0.5], [-3.5, 0.0, -2.6], [-1.4, -1.3, 2.1], [-0.2, 0.5, -0.3], [1.8, 0.6, -0.2], [-0.1, -0.3, 0.2], [-1.0, -0.8, 0.3], [1.4, 0.6, 0.1], [0.0, -0.3, -1.5], [0.2, 0.2, 0.1], [0.1, -0.3, -0.1], [-0.1, 0.0, -0.1], [0.1, -0.4, 0.5], [-0.3, 0.4, -0.3], [0.0, 0.2, -0.2], [-0.9, 0.5, -0.3], [-0.2, -0.4, 0.1], [0.2, -0.4, 0.1], [-0.6, -0.4, 1.2], [-0.1, 0.3, 0.7], [0.4, -0.4, -1.6], [-0.2, 0.2, 0.8], [-0.2, -0.1, 0.1], [0.1, 0.4, 0.7], [-0.4, -0.5, -0.6], [0.3, 0.5, 0.6]], "lowdin_charge": [0.63, 0.16, -0.77, 0.09, 0.14, 0.12, 0.15, -0.87, 0.11, 0.12, 0.10, -0.08, -0.44, -0.19, -0.20, -0.14, 0.04, 0.08, 0.08, 0.08, 0.14, 0.13, 0.12, 0.08, 0.08, 0.09, 0.06, 0.07, -0.18, -0.13, 0.08, 0.08, 0.07, 0.07]}

=====

(3)
{"formula": "C3H5IN3", "method": "ωB97M-V/def2-TZVPD", "e_tot_ha": -578.8430, "homo_lumo_gap_ev": [7.8, 7.8], "e_above_lowest_kj_mol": 397.8, "charge": 1, "lumo_ev": [-4.83, -4.83], "elements": ["C", "C", "C", "N", "N", "N", "I", "H", "H", "H", "H", "H"], "xyz": [[0.642, 2.774, 0.105], [0.974, 0.369, -0.249], [-0.157, -1.748, -0.049], [0.892, 1.670, -0.082], [-1.185, 0.399, 0.065], [-0.156, -0.306, -0.026], [-3.082, -0.432, 0.284], [0.440, 3.836, 0.451], [1.963, 0.013, -0.326], [0.597, -2.245, -0.796], [0.197, -2.236, 0.909], [-1.125, -2.096, -0.285]], "forces_ev_per_a": [[-0.3, 1.9, 0.6], [1.5, 0.2, 0.1], [3.1, -3.0, -0.1], [-0.3, 1.5, 0.2], [-2.2, 0.2, 0.5], [-0.5, -0.5, -0.7], [0.8, 0.3, 0.0], [0.4, -1.9, -0.7], [0.5, -1.1, -0.1], [-1.4, 1.6, 1.0], [-0.7, 1.1, -0.6], [-0.9, -0.3, -0.2]], "lowdin_charge": [0.28, -0.13, -0.05, 0.07, -0.37, -0.29, 0.91, 0.17, 0.14, 0.15, 0.14, -0.02]}

=====

(4)
{"formula": "C4H8O2", "method": "ωB97M-V/def2-TZVPD", "e_tot_ha": -307.5597, "homo_lumo_gap_ev": 9.9, "e_above_lowest_kj_mol": 401.0, "charge": 0, "lumo_ev": 0.77, "elements": ["C", "C", "C", "O", "C", "O", "H", "H", "H", "H", "H", "H", "H", "H"], "xyz": [[-0.713, 1.665, 0.480], [0.200, 0.283, -0.546], [-0.935, -0.056, 0.272], [1.357, 0.215, -0.150], [1.319, -2.005, -0.192], [1.847, -2.318, -1.228], [-1.678, 2.066, 0.226], [-0.412, 1.701, 1.518], [0.033, 2.322, -0.038], [-0.099, 0.652, -1.540], [-0.755, -0.576, 1.223], [0.222, -1.831, -0.123], [-1.897, -0.354, -0.176], [1.833, -1.964, 0.787]], "forces_ev_per_a": [[-1.1, -0.1, 0.7], [0.8, -0.9, -0.6], [0.0, 1.8, 0.3], [0.1, 0.4, -0.4], [-0.1, -0.9, -0.1], [0.0, -0.1, 0.3], [-0.5, 0.4, 0.4], [-0.4, 0.2, 0.3], [-0.6, -1.3, 0.0], [0.4, -0.1, -0.2], [0.2, 0.5, -0.4], [0.5, -0.7, -0.1], [0.5, 0.7, 0.0], [0.2, -0.1, -0.2]], "lowdin_charge": [-0.02, -0.48, -0.07, -0.03, -0.21, -0.01, 0.07, 0.09, 0.11, 0.15, 0.12, 0.06, 0.12, 0.10]}